Entry 1:
{
  "formula": "C42H52NO6SeV",
  "method": "ωB97M-V/def2-TZVPD",
  "total_charge": 0,
  "e_tot_ev": -149208.3041,
  "spin_multiplicity": 3,
  "elements": ["C", "C", "H", "O", "H", "H", "H", "H", "O", "C", "C", "N", "H", "H", "O", "H", "C", "C", "C", "V", "C", "H", "H", "H", "H", "C", "H", "C", "O", "H", "H", "H", "H", "H", "C", "C", "C", "H", "H", "H", "C", "H", "C", "C", "C", "Se", "H", "H", "C", "C", "H", "O", "H", "H", "C", "H", "H", "C", "O", "C", "C", "H", "H", "H", "C", "H", "H", "C", "C", "C", "H", "H", "C", "C", "H", "C", "H", "C", "H", "C", "C", "C", "H", "H", "C", "C", "H", "H", "H", "C", "H", "H", "H", "H", "H", "C", "C", "H", "H", "C", "C", "C", "H"],
  "coordinates": [[1.5496, -1.7550, -0.8316], [0.9043, 1.2627, 5.9228], [0.2609, -4.0325, 1.0878], [-1.5157, -0.6473, -2.0498], [1.3556, 2.0237, 6.5659], [2.1522, -0.3207, -3.2159], [2.0955, 3.7426, 0.1875], [2.7101, -2.5800, 3.5835], [-1.3302, -2.1706, 0.9554], [-5.4914, -1.7035, 0.1011], [3.9749, -3.1096, -0.8702], [2.6503, 0.2313, 0.1606], [-0.6185, 3.1015, 4.5252], [2.2682, -0.1588, -4.9736], [-0.8065, -3.3748, -1.5568], [1.4362, -0.9899, 4.3540], [-0.7945, -1.3104, 1.8933], [3.9266, -1.8109, -0.3776], [-0.0037, 3.2034, -1.4765], [-1.6407, -1.8449, -0.7513], [0.3187, 0.6389, 3.5670], [0.6168, 4.2362, 1.0094], [0.5670, 3.4306, 3.2484], [1.1442, 5.1129, -3.1989], [0.1618, -1.2440, -5.3985], [2.5140, 1.7119, 4.0531], [1.9898, 6.0075, -1.9361], [0.3380, 2.4646, -2.5954], [0.5864, -4.8632, -2.4399], [0.7800, -2.8790, 5.2348], [3.0386, 2.4780, 4.6325], [4.8019, -1.3046, -0.0001], [1.0430, 2.8937, -3.2952], [2.4336, -2.8102, 1.8493], [-0.9116, 2.6266, -0.5886], [-5.4576, -0.8178, -0.9689], [1.3064, 4.4989, 0.2025], [1.7525, 5.4677, 0.4462], [0.9669, 3.7644, 4.9328], [-1.0353, 1.5331, -5.4756], [-1.0234, 0.6372, -1.9660], [-0.1281, 6.6043, -0.8467], [0.6568, -3.1547, 3.0589], [-0.5353, 5.6163, -1.0789], [1.5957, -3.0569, -1.3163], [-2.4967, 0.4665, 0.4718], [-3.9269, -4.3294, -1.3517], [-0.7387, -3.5874, 4.6761], [-4.8551, -1.1673, -2.1740], [-1.3896, 1.3595, -0.8241], [-5.9544, -1.4037, 1.0331], [1.5631, 0.7661, 0.2016], [-5.7462, -0.1937, -3.8793], [0.7386, -4.5631, 4.6976], [0.4452, 3.0672, 4.2731], [-3.8762, -2.7621, -3.2295], [2.4093, 1.2721, -3.9447], [-1.1876, 0.0224, 1.8109], [3.7040, 0.7641, 0.4481], [-4.3393, -3.3367, -1.2230], [-0.6608, 0.9881, 2.6473], [2.5437, -4.2095, 2.9265], [0.5001, 2.3860, -5.2888], [1.4103, 0.3167, 6.1268], [0.3693, 0.4958, -4.1694], [0.4550, -5.1827, 2.4135], [2.8400, -4.7250, -1.7351], [-4.8018, -0.2043, -3.3310], [0.0366, -4.2104, 2.1388], [1.0307, 1.6664, 4.4498], [0.0010, -1.6154, -3.6811], [-1.2629, 5.3661, -0.3030], [0.0445, 1.3973, -5.3723], [-4.3132, -2.4454, -2.2888], [-4.6100, 0.8147, -2.9904], [-0.1483, 1.1792, -2.8892], [0.4179, 0.9347, -6.2901], [0.1456, -1.7176, 2.8337], [-4.0123, -0.4776, -4.0314], [-0.2420, -0.8815, -4.4490], [0.3407, -3.5630, 4.5053], [-4.9190, -2.9637, -0.0156], [0.6451, -1.1749, -0.8260], [-1.2136, 3.1515, 0.3097], [2.1762, -3.1830, 2.8450], [1.8899, 0.3183, -4.0654], [-0.1446, 1.1530, 6.2096], [2.6296, 1.9426, 2.9903], [-0.9868, 2.0138, 2.5433], [0.3958, -3.8391, -1.8296], [-1.0458, -4.2653, 2.2430], [4.9171, -3.6421, -0.8852], [2.4453, 4.3374, -2.2783], [-5.8900, 0.1715, -0.8600], [-1.0697, 5.6827, -2.0298], [0.6767, -0.7041, 3.6344], [1.5981, 5.0247, -2.2081], [-4.9407, -3.6566, 0.8155], [-1.3280, -0.8414, -4.5353], [0.5899, 4.5758, -1.1543], [2.7092, -1.1718, -0.3767], [2.8218, -3.7191, -1.3388], [3.0063, 0.7538, 4.2405]],
  "atomic_forces_ev_per_a": [[-0.162, -0.348, -0.128], [-0.017, 0.006, 0.099], [0.021, 0.011, 0.033], [0.591, 1.501, -0.826], [-0.001, -0.036, -0.046], [-0.034, 0.044, -0.064], [-0.032, 0.036, -0.015], [-0.032, 0.000, -0.048], [0.713, 0.360, 1.728], [0.041, -0.007, -0.041], [0.032, 0.102, 0.027], [0.074, -0.430, -0.807], [0.053, -0.020, 0.009], [-0.008, 0.023, 0.032], [0.322, 0.152, -0.053], [-0.035, 0.025, -0.022], [-0.481, -0.645, -1.014], [0.201, -0.269, -0.056], [-0.052, 0.013, 0.067], [-0.907, -1.021, -0.453], [0.040, 0.015, 0.001], [0.021, 0.028, -0.071], [0.015, -0.041, 0.065], [-0.008, 0.001, 0.053], [-0.022, 0.005, 0.025], [0.069, -0.023, -0.024], [0.000, -0.034, -0.016], [0.074, -0.043, -0.164], [0.004, -0.115, -0.082], [-0.006, -0.037, -0.047], [-0.030, -0.050, -0.021], [0.013, 0.005, -0.002], [-0.021, -0.019, 0.028], [-0.017, -0.056, 0.061], [0.002, 0.064, 0.020], [0.000, 0.028, 0.046], [0.049, 0.000, 0.050], [-0.017, -0.049, -0.007], [-0.020, -0.027, -0.026], [0.044, -0.018, 0.019], [-0.473, -1.097, 0.316], [0.009, -0.050, -0.002], [-0.116, 0.147, -0.053], [-0.072, 0.025, 0.004], [0.081, -0.022, 0.016], [-0.011, -0.007, -0.031], [0.071, 0.010, 0.043], [0.046, 0.005, -0.023], [-0.025, 0.031, -0.052], [0.029, 0.123, 0.176], [0.001, 0.003, -0.013], [0.011, -0.015, 0.220], [-0.008, -0.021, 0.022], [-0.019, 0.036, 0.008], [-0.050, 0.078, -0.009], [0.071, 0.063, 0.018], [-0.033, -0.044, -0.001], [-0.056, 0.245, 0.038], [-0.140, -0.043, 0.210], [-0.012, -0.067, 0.045], [0.052, 0.059, -0.029], [-0.019, 0.036, 0.016], [-0.010, -0.056, 0.008], [-0.036, 0.028, -0.010], [-0.161, 0.034, 0.115], [-0.019, 0.020, -0.012], [0.013, -0.001, 0.014], [0.025, 0.014, 0.032], [0.038, -0.084, -0.008], [-0.032, -0.051, -0.099], [0.018, 0.051, -0.024], [0.036, 0.002, -0.036], [-0.011, 0.008, -0.048], [0.070, -0.039, -0.089], [0.001, -0.024, 0.025], [0.292, 0.281, -0.267], [-0.016, 0.018, 0.041], [0.232, -0.044, 0.300], [-0.004, -0.013, 0.032], [0.041, -0.048, -0.091], [-0.015, -0.016, 0.066], [-0.059, 0.056, -0.013], [-0.115, 0.169, 0.043], [-0.010, -0.013, -0.021], [0.096, 0.022, -0.059], [0.101, -0.007, 0.054], [0.037, 0.018, -0.012], [-0.023, 0.010, 0.051], [-0.031, -0.028, 0.009], [-0.481, 0.315, 0.184], [0.002, 0.019, 0.017], [-0.030, 0.008, -0.005], [-0.038, 0.020, 0.023], [0.004, -0.026, 0.005], [0.027, -0.008, 0.025], [0.097, -0.094, 0.065], [0.088, 0.060, -0.069], [0.015, 0.020, 0.003], [0.020, 0.028, 0.001], [-0.065, -0.094, 0.011], [0.082, 0.772, 0.478], [0.039, 0.009, 0.028], [-0.034, 0.043, -0.012]]
}


Entry 2:
{
  "formula": "C42H53Br2IMoN4O4Si",
  "method": "ωB97M-V/def2-TZVPD",
  "total_charge": 2,
  "e_tot_ev": -216469.6557,
  "spin_multiplicity": 1,
  "elements": ["H", "H", "C", "H", "C", "H", "H", "C", "H", "Br", "Mo", "H", "H", "H", "C", "H", "C", "O", "C", "C", "Si", "H", "N", "H", "C", "C", "H", "H", "H", "H", "C", "Br", "H", "C", "C", "C", "H", "C", "H", "H", "C", "H", "H", "C", "H", "C", "C", "C", "H", "I", "C", "C", "C", "H", "C", "H", "C", "H", "O", "N", "H", "H", "H", "H", "C", "O", "H", "H", "C", "H", "C", "H", "C", "C", "C", "H", "H", "H", "C", "C", "H", "H", "C", "H", "H", "N", "H", "C", "C", "H", "N", "H", "C", "H", "C", "H", "C", "C", "C", "H", "H", "C", "H", "O", "H", "C", "H", "H"],
  "coordinates": [[-1.6670, 1.4354, -4.3709], [-5.2988, 1.8244, -4.4493], [1.2490, 2.4264, 0.7868], [-1.3691, 4.6131, -0.6117], [2.7828, -0.9779, -2.2763], [-2.9545, -4.6435, -0.3396], [-5.4782, 3.3037, 0.5466], [-1.9256, 2.3466, -4.8998], [7.2920, -4.1759, -3.9613], [-1.1443, 1.7967, -1.4682], [0.0078, -0.0247, -0.0582], [-4.0136, -2.1580, -4.4581], [-4.2222, 1.2587, -5.7098], [-3.9289, 0.7594, -4.0548], [-3.2086, -4.0965, -1.2345], [6.1486, -2.0056, -4.0380], [-4.2628, 1.5871, -4.6736], [1.1910, 1.1870, 0.3462], [-3.4312, -2.0221, 3.5356], [-1.3182, -1.3664, 2.6614], [-3.3987, 3.5636, -2.7089], [-1.6832, -3.2784, 3.5364], [2.2549, 4.5712, 0.8291], [-1.9819, 4.5123, 2.3560], [-2.4600, 5.2562, -2.3837], [5.1237, -4.6311, -1.4063], [-3.1202, 4.7300, -5.5313], [4.6125, -0.4599, -3.1564], [3.4702, 2.4318, -1.0700], [-3.5742, 1.0953, 2.2402], [6.1053, -4.9291, -2.3441], [2.0888, 0.7585, -2.7034], [-4.7950, 4.7564, -0.1532], [-3.8112, -2.7109, -3.5542], [-3.1511, 0.1550, 2.5561], [0.1135, 2.9185, 1.5207], [-4.7963, 4.2609, -5.2508], [-4.8488, 3.0375, -1.4938], [-3.7308, 3.4223, 0.3361], [-2.9007, 7.3546, -2.6164], [-2.0004, 5.4378, -0.9286], [-4.2941, 6.4140, -2.0978], [-0.7124, 6.3123, -3.0567], [4.8046, -2.4552, -2.4124], [-1.1650, 3.0876, -4.6869], [-3.4193, 6.4062, -2.7424], [-4.9067, 1.5146, -1.2991], [-0.9148, 2.0473, 1.9449], [-5.1624, -4.3067, -3.9736], [0.7583, -1.7992, 2.2237], [2.3354, 3.2955, 0.5326], [6.4940, -3.9654, -3.2665], [-4.1469, -4.5982, -2.1133], [-1.6399, 2.4128, 2.6675], [-1.2046, 5.3641, -3.2616], [-1.0365, 6.0147, 2.3881], [-4.4370, -3.9101, -3.2819], [-3.9692, 1.1363, -0.8958], [-2.3237, -0.9783, -2.9554], [0.6417, -1.6065, -1.3065], [-0.5024, 4.5674, -3.0315], [-4.0522, -2.7595, 4.0172], [-0.2229, 5.3381, 4.3779], [-5.1250, 0.9936, -2.2241], [-4.6910, 3.6762, -0.1062], [-1.4543, -1.0781, -0.2604], [2.0955, -2.9439, -1.9153], [-1.9040, 2.1337, -5.9653], [1.8399, -1.8941, -1.7936], [4.8624, -5.3578, -0.6531], [4.0832, -1.2347, -2.6171], [3.7976, -3.1498, -0.6346], [-1.8104, -0.1159, 2.2765], [-2.8873, -2.1840, -2.6580], [4.4921, -3.4055, -1.4226], [-1.9360, -0.6108, -2.1494], [-1.5640, -2.9824, 0.3959], [-4.6477, -5.5236, -1.8868], [-1.0166, 4.9469, 2.6331], [-1.4735, -2.4160, -0.5561], [6.5845, -5.8957, -2.3339], [4.3048, 3.6508, -0.1088], [-6.1828, 3.5260, -2.0872], [-1.4389, 5.3405, -4.3209], [4.0398, 2.0231, 0.5520], [-0.1443, -2.7276, -1.1045], [-6.9934, 3.2625, -1.4100], [1.1852, 5.0636, 1.4400], [-3.9483, -0.7905, 3.1744], [-5.6986, 1.2781, -0.5913], [-0.9708, 0.7659, 1.5976], [-3.8550, 3.4636, -6.5015], [-2.1020, -2.3203, 3.2724], [-2.8319, 5.5378, -0.2421], [5.8639, -2.7404, -3.2984], [1.2064, 6.1318, 1.6073], [-3.3397, 2.8047, -4.5140], [-3.8063, 3.8899, -5.5015], [-2.5667, -2.8891, -1.4948], [-0.1613, -3.3853, -1.8811], [-4.9870, -0.5658, 3.3542], [0.1092, 4.3033, 1.8499], [-3.7590, 6.3408, -3.7721], [-0.8849, 4.7364, 4.0164], [-1.4127, 6.3503, -0.8620], [3.6144, 2.8152, -0.0632], [-6.1844, 4.6057, -2.2145], [-6.3895, 3.0717, -3.0514]],
  "atomic_forces_ev_per_a": [[0.098, -0.150, 0.053], [-0.157, -0.047, 0.024], [-0.887, 2.449, 1.401], [0.125, -0.128, 0.128], [1.410, 1.287, -0.656], [-0.009, -0.076, 0.175], [-0.126, -0.082, 0.044], [-0.029, 0.052, 0.343], [0.052, -0.026, -0.081], [-0.351, 0.527, -0.460], [-0.045, -1.608, -0.085], [-0.088, 0.064, -0.104], [0.043, -0.006, -0.172], [-0.022, -0.128, 0.084], [0.060, 0.230, -0.097], [0.024, 0.070, -0.045], [0.052, 0.202, 0.321], [2.757, 2.053, 0.697], [0.016, -0.012, -0.018], [0.726, 0.146, -0.227], [-0.176, 0.046, -0.008], [0.001, -0.095, 0.090], [0.133, 0.324, 0.077], [0.059, 0.187, -0.070], [0.082, -0.429, 0.007], [0.103, -0.148, -0.030], [0.069, 0.175, -0.072], [-0.025, 0.108, 0.002], [0.008, -0.081, -0.002], [-0.060, 0.170, -0.071], [-0.078, 0.192, 0.053], [0.058, -0.298, -0.144], [0.044, 0.146, 0.081], [0.227, 0.244, 0.038], [0.434, 0.028, -0.225], [1.800, 1.105, -1.199], [-0.235, 0.122, -0.050], [0.434, 0.001, -0.034], [0.166, 0.006, 0.147], [0.099, 0.085, 0.021], [-0.207, -0.252, -0.125], [-0.163, 0.075, 0.119], [0.031, 0.148, 0.047], [0.526, -0.801, 0.016], [0.174, 0.146, -0.050], [-0.227, -0.512, -0.049], [0.249, 0.145, -0.227], [-0.764, -2.449, 0.157], [-0.073, -0.039, -0.102], [-0.904, 0.338, -0.139], [-0.135, -0.836, -0.145], [0.074, -0.166, 0.038], [-0.041, -0.163, 0.056], [0.206, -0.139, 0.237], [-0.250, -0.238, -0.009], [-0.118, -0.088, -0.022], [0.041, 0.002, 0.117], [0.063, -0.129, 0.038], [0.040, -0.060, 0.004], [2.188, -1.715, -1.536], [0.177, -0.097, -0.031], [-0.098, -0.081, 0.036], [-0.046, -0.093, -0.008], [-0.001, -0.142, -0.090], [0.141, 0.041, -0.351], [-2.091, -0.297, 0.065], [-0.144, -0.025, -0.004], [-0.050, -0.011, -0.195], [-1.972, -0.382, 0.588], [0.002, -0.069, 0.097], [-1.199, 0.419, 0.286], [-0.068, -0.039, 0.029], [-1.012, -0.803, 0.837], [-0.180, -0.184, 0.031], [0.026, 0.345, -0.193], [-0.028, 0.160, -0.186], [-0.126, 0.292, -0.347], [-0.068, -0.165, -0.008], [0.087, 0.044, -0.310], [-0.283, -2.029, -0.094], [0.069, -0.067, 0.013], [0.056, 0.011, 0.064], [0.433, 0.095, -0.324], [0.036, -0.032, -0.156], [0.088, -0.089, -0.032], [-0.089, -0.264, -0.018], [-0.054, -0.034, 0.099], [-0.222, -0.073, 0.052], [-0.007, -0.045, 0.039], [-0.153, 0.032, 0.097], [-0.059, 2.971, 0.251], [0.015, -0.112, -0.072], [0.177, 0.067, 0.020], [-0.095, -0.004, 0.135], [-0.443, 0.108, 0.190], [-0.107, 0.118, 0.105], [0.023, -0.110, 0.363], [0.054, 0.208, 0.512], [0.146, 0.354, 0.207], [0.045, 0.371, 0.042], [-0.113, 0.023, 0.067], [-0.270, -0.588, 0.010], [-0.057, 0.101, -0.196], [0.042, -0.098, 0.317], [0.100, 0.173, -0.063], [0.054, -0.091, -0.097], [-0.125, 0.190, -0.003], [-0.113, -0.070, -0.131]]
}